[1]
The following is a DFT calculation (the ωB97M-V functional and the def2-TZVPD basis) of C35H32LiN5Si as an isolated structure.

XYZ file:
```
74
Properties=species:S:1:pos:R:3:lowdin_charge:R:1
Li 0.68 -1.10 -0.57 0.588
C 0.00 5.96 -0.89 -0.165
C 0.88 5.45 0.04 -0.143
C 1.36 4.15 0.01 -0.064
C 0.93 3.25 -0.98 -0.361
C 0.08 3.79 -1.98 -0.061
C -0.35 5.12 -1.92 -0.140
N 1.40 1.95 -1.06 0.054
C 2.76 1.85 -1.10 -0.270
C 3.62 2.94 -1.46 -0.067
C 5.00 2.82 -1.54 -0.157
C 5.63 1.62 -1.22 -0.169
C 4.83 0.57 -0.83 -0.082
C 3.42 0.62 -0.79 -0.238
N 2.66 -0.51 -0.42 -0.040
N 3.45 -1.44 0.17 -0.019
C 2.80 -2.58 0.52 -0.397
C 3.49 -3.48 1.36 -0.060
C 2.86 -4.64 1.74 -0.129
C 1.57 -4.95 1.26 -0.123
C 0.99 -4.02 0.41 -0.196
N 1.55 -2.86 0.08 0.030
H -0.40 6.99 -0.86 0.086
H 1.23 6.08 0.84 0.078
H 2.09 3.84 0.75 0.116
H -0.23 3.15 -2.80 0.097
H -1.06 5.46 -2.69 0.087
H 3.15 3.88 -1.75 0.096
H 5.60 3.64 -1.95 0.077
H 6.71 1.52 -1.14 0.069
H 5.27 -0.37 -0.52 0.074
H 4.48 -3.18 1.69 0.096
H 3.34 -5.32 2.46 0.090
H 1.05 -5.87 1.48 0.073
H -0.01 -4.15 0.00 0.105
C 0.60 0.33 3.60 -0.095
C 0.69 -1.05 3.55 -0.100
C -0.09 -1.77 2.68 -0.039
C -1.00 -1.09 1.82 -0.179
C -1.14 0.31 1.90 -0.167
C -0.33 1.00 2.81 -0.100
C -1.70 -1.90 0.81 -0.360
C -2.48 -2.95 1.18 -0.094
C -3.15 -3.74 0.23 -0.074
C -2.99 -3.38 -1.14 -0.210
C -3.62 -4.10 -2.17 -0.089
C -3.41 -3.78 -3.51 -0.162
C -2.63 -2.70 -3.85 -0.145
C -1.98 -1.96 -2.84 -0.050
C -2.16 -2.28 -1.47 -0.226
N -1.47 -1.56 -0.49 0.062
H 1.17 0.91 4.32 0.087
H 1.41 -1.59 4.14 0.093
H -0.05 -2.85 2.69 0.103
H -0.43 2.07 2.98 0.087
H -2.58 -3.15 2.25 0.105
H -3.77 -4.61 0.49 0.086
H -4.23 -4.97 -1.89 0.092
H -3.96 -4.29 -4.30 0.078
H -2.56 -2.39 -4.89 0.080
H -1.34 -1.13 -3.05 0.089
C -1.95 1.42 -0.95 -0.182
Si -2.36 1.36 0.87 0.527
C -4.04 0.63 1.17 -0.184
C -2.52 3.05 1.63 -0.190
H -2.26 2.41 -1.32 0.023
H -2.55 0.67 -1.48 0.018
H -0.86 1.26 -1.18 0.013
H -4.78 1.12 0.53 0.021
H -4.33 0.77 2.22 0.028
H -4.14 -0.46 0.97 0.039
H -3.39 3.53 1.18 0.029
H -1.68 3.73 1.51 0.028
H -2.75 2.92 2.68 0.022
```

The value obtained for the HOMO energy (spin up / spin down) is -0.10 / 0.30 eV. The total energy comes out at -52349.4708 eV. The calculation puts the HOMO-LUMO gap (spin up / spin down) at 4.9 / 4.5 eV. The net charge is -2.


[2]
The following is a DFT calculation (the ωB97M-V functional and the def2-TZVPD basis) of C35H32N6O2SZn as an isolated structure.

XYZ file:
```
77
Properties=species:S:1:pos:R:3:lowdin_charge:R:1
Zn 1.06 0.35 -1.09 0.877
C 1.57 -3.71 0.95 -0.065
C 1.01 -2.71 0.20 -0.081
N 1.69 -1.57 -0.01 0.095
C 2.98 -1.55 0.29 -0.165
C 3.47 -2.51 1.20 -0.087
N 2.78 -3.54 1.53 0.104
C 3.83 -0.36 -0.04 -0.205
C 5.17 -0.23 0.10 0.052
C 5.74 1.03 -0.25 -0.160
C 4.98 1.95 -0.86 0.060
C 3.59 1.76 -0.94 -0.144
N 3.06 0.65 -0.46 0.090
C 2.57 2.71 -1.54 -0.318
C 2.47 3.99 -1.13 -0.119
N 1.35 4.75 -1.54 0.065
C 0.37 4.07 -1.89 -0.168
C 0.28 2.58 -2.04 -0.361
N 1.64 2.03 -2.26 -0.023
C 7.19 1.28 -0.05 -0.171
C 7.78 1.28 1.20 -0.009
C 9.12 1.70 1.32 -0.138
N 9.91 2.03 0.32 0.058
C 9.37 1.98 -0.93 -0.118
C 8.00 1.75 -1.16 0.013
H 1.04 -4.60 1.19 0.106
H 0.03 -2.65 -0.08 0.064
H 4.47 -2.26 1.52 0.113
H 5.93 -0.96 0.42 0.139
H 5.43 2.83 -1.33 0.139
H 3.19 4.57 -0.62 0.081
H -0.46 4.67 -2.20 0.094
H -0.29 2.42 -3.02 0.154
H 7.16 1.12 2.07 0.116
H 9.52 1.79 2.30 0.093
H 10.03 2.23 -1.74 0.098
H 7.55 1.78 -2.13 0.104
C -2.72 2.61 -1.28 -0.079
O -1.79 1.52 -1.22 -0.241
C -0.38 1.73 -0.95 -0.457
C -0.13 2.38 0.39 -0.084
H -2.51 3.34 -2.10 0.091
H -2.67 3.20 -0.37 0.082
H -3.63 2.12 -1.43 0.062
H -0.34 3.42 0.37 0.056
H 0.95 2.33 0.67 0.083
H -0.78 1.90 1.13 0.077
O -1.48 -2.12 1.33 -0.536
S -2.73 -1.41 1.73 0.940
C -3.93 -2.61 2.26 -0.273
C -4.22 -3.64 1.14 -0.266
C -5.36 -3.76 0.40 -0.056
C -5.57 -4.82 -0.50 -0.088
C -4.63 -5.75 -0.64 -0.101
C -3.41 -5.64 0.09 -0.073
C -3.20 -4.60 0.96 -0.056
C -3.48 -0.83 0.22 -0.276
C -4.66 0.13 0.41 -0.257
C -4.67 1.21 1.32 -0.055
C -5.71 2.14 1.36 -0.065
C -6.83 1.89 0.53 -0.088
C -6.92 0.73 -0.21 -0.081
C -5.82 -0.14 -0.30 -0.055
H -4.80 -2.05 2.60 0.101
H -3.56 -3.13 3.10 0.081
H -6.09 -3.01 0.57 0.099
H -6.48 -4.80 -1.03 0.094
H -4.67 -6.59 -1.38 0.118
H -2.63 -6.43 -0.10 0.117
H -2.32 -4.57 1.60 0.109
H -3.77 -1.75 -0.39 0.118
H -2.71 -0.30 -0.32 0.072
H -3.80 1.47 1.90 0.100
H -5.74 2.96 2.03 0.092
H -7.64 2.65 0.52 0.113
H -7.82 0.51 -0.72 0.092
H -5.94 -0.95 -1.00 0.109
```

The value obtained for the HOMO energy is -6.30 eV. The total energy comes out at -109098.4967 eV. The calculation puts the HOMO-LUMO gap at 5.4 eV.


[3]
The following is a DFT calculation (the ωB97M-V functional and the def2-TZVPD basis) of C35H33ClCoN4S2Si2 as an isolated structure.

XYZ file:
```
78
Properties=species:S:1:pos:R:3:lowdin_spin:R:1
C -1.56 -0.28 4.57 0.000
C -1.92 0.26 3.32 0.040
C -1.69 -0.76 2.31 0.072
H -2.47 1.17 3.15 0.004
C -1.02 -1.85 2.99 -0.010
C -1.00 -1.57 4.37 0.021
H -0.70 -2.25 5.16 0.003
H -1.75 0.17 5.54 0.001
H -2.42 -0.92 1.51 0.023
H -0.75 -2.79 2.51 0.001
Co -0.02 -0.18 3.31 1.682
Si -0.35 -0.12 0.87 0.065
C -0.99 1.51 0.26 0.020
C -0.08 2.52 -0.06 0.012
H 0.98 2.37 0.15 0.004
C -0.49 3.71 -0.64 0.006
H 0.25 4.46 -0.94 0.001
C -1.84 3.93 -0.89 0.025
H -2.17 4.84 -1.39 0.003
C -2.78 2.97 -0.49 0.003
H -3.84 3.15 -0.65 0.000
C -2.36 1.76 0.08 0.018
H -3.11 1.03 0.40 0.001
C -0.56 -1.57 -0.27 0.011
C -1.55 -1.59 -1.25 0.011
H -2.14 -0.70 -1.45 0.002
C -1.79 -2.77 -1.96 0.008
H -2.55 -2.78 -2.74 0.000
C -1.08 -3.93 -1.67 0.008
H -1.27 -4.85 -2.21 0.001
C -0.05 -3.89 -0.72 0.006
H 0.55 -4.77 -0.52 0.001
C 0.23 -2.70 -0.04 0.006
H 1.06 -2.66 0.67 0.002
H 0.77 -0.21 1.89 0.012
Si 1.76 0.09 -2.79 0.209
C 1.25 -1.44 -3.73 0.078
C 0.52 -1.39 -4.94 0.057
H 0.23 -0.42 -5.36 0.003
C 0.17 -2.55 -5.63 0.014
H -0.41 -2.48 -6.56 -0.001
C 0.53 -3.80 -5.13 0.086
H 0.22 -4.72 -5.64 0.008
C 1.31 -3.87 -3.97 0.004
H 1.58 -4.84 -3.55 -0.002
C 1.71 -2.70 -3.31 0.081
H 2.36 -2.78 -2.44 0.007
C 0.86 1.49 -3.61 0.051
C -0.53 1.65 -3.44 0.039
H -1.06 1.04 -2.71 0.010
C -1.23 2.59 -4.20 0.004
H -2.31 2.71 -4.04 0.000
C -0.57 3.38 -5.14 0.019
H -1.13 4.11 -5.73 0.002
C 0.81 3.23 -5.32 0.011
H 1.33 3.83 -6.08 0.001
C 1.52 2.31 -4.55 0.014
H 2.60 2.20 -4.67 0.001
H 3.22 0.28 -2.96 0.011
Cl 1.90 0.05 -0.65 0.129
N -1.29 3.14 3.34 -0.005
C -0.26 2.73 4.09 0.003
N 0.40 1.56 4.02 0.044
C 1.45 1.52 4.95 0.000
C 1.56 2.64 5.74 0.002
S 0.37 3.80 5.33 0.009
C 2.15 0.28 4.97 0.000
C 3.23 -0.16 5.72 0.002
S 3.57 -1.82 5.41 0.011
C 2.26 -1.87 4.24 0.004
N 1.61 -0.71 4.13 0.039
N 2.02 -2.97 3.52 -0.002
H -1.65 4.07 3.52 0.000
H -1.47 2.72 2.42 0.000
H 2.30 2.74 6.53 0.000
H 3.75 0.49 6.42 0.000
H 2.56 -3.80 3.72 0.000
H 1.23 -3.02 2.88 -0.001
```

Its expectation value of S² is 3.8060. The value obtained for the HOMO energy (spin up / spin down) is -2.41 / -7.79 eV. The total energy comes out at -130362.9110 eV. Its multiplicity is 4. The energy above the lowest of the compared OMol25 structures with the same formula, charge and spin comes out at 21.1 kcal per mole. The calculation puts the HOMO-LUMO gap (spin up / spin down) at 2.3 / 7.7 eV.